The following is a quantum chemistry calculation of a structure of composition C43H92Cl22N2NbO7S, from OMol25.

Last column: Löwdin charge in e.
Positions of all 168 atoms, in Å:
C -0.71 -6.06 4.24  -0.097
C -1.76 -6.12 3.11  -0.263
C -2.59 -4.83 3.08  -0.237
C -1.76 -3.72 2.46  -0.368
N -2.39 -2.41 2.61  -0.236
Nb -1.39 -0.72 1.92  1.754
C -3.04 0.53 2.88  -0.281
C -2.65 1.84 3.40  -0.406
O -3.30 2.87 3.24  -0.030
C -2.49 -1.01 -0.09  -0.319
C -1.73 -1.76 -1.24  -0.299
C -0.91 -0.82 -2.15  -0.208
C 0.58 -0.66 -1.85  -0.187
C 1.42 -1.84 -2.31  -0.208
O 2.75 -1.76 -1.79  -0.167
C 2.94 -2.49 -0.60  -0.280
C 3.98 -1.86 0.25  -0.108
C -0.05 -0.55 3.77  -0.317
C -0.03 -1.72 4.77  -0.312
C 1.14 -2.67 4.57  -0.262
S 2.61 -2.15 5.41  0.544
O 3.60 -3.14 5.17  -0.297
O 2.34 -1.91 6.78  -0.271
O 3.08 -0.78 4.77  -0.142
O -0.35 0.85 1.23  -0.428
C -0.97 1.84 0.45  -0.310
C -0.37 3.18 0.88  -0.175
N 0.85 3.43 0.09  -0.048
C 1.92 4.06 0.85  -0.197
C 2.63 3.11 1.81  -0.393
C 2.66 1.68 1.32  -0.062
O 2.10 3.25 3.13  -0.042
H 0.21 -5.66 3.83  0.058
H -1.03 -5.31 4.96  0.062
H -0.54 -7.00 4.72  0.062
H -1.23 -6.17 2.17  0.091
H -2.38 -7.00 3.24  0.088
H -3.46 -5.00 2.47  0.080
H -2.94 -4.56 4.07  0.103
H -1.75 -3.93 1.40  0.075
H -0.72 -3.76 2.78  0.068
H -2.80 -2.30 3.53  0.024
H -0.11 -1.85 1.25  -0.055
H -3.44 -0.04 3.72  0.044
H -3.87 0.66 2.19  0.049
H -1.72 1.95 3.99  0.093
H -2.91 -0.08 -0.48  0.023
H -3.33 -1.64 0.16  0.013
H -1.10 -2.51 -0.79  0.050
H -2.46 -2.31 -1.81  0.080
H -1.42 0.14 -2.15  0.088
H -0.97 -1.24 -3.15  0.099
H 0.94 0.20 -2.41  0.099
H 0.78 -0.49 -0.81  0.087
H 0.97 -2.79 -2.03  0.117
H 1.50 -1.84 -3.40  0.118
H 2.02 -2.50 -0.03  0.094
H 3.18 -3.53 -0.83  0.114
H 3.73 -0.82 0.45  0.055
H 4.97 -1.88 -0.20  -0.012
H 4.02 -2.39 1.19  0.088
H 0.96 -0.46 3.37  -0.012
H -0.21 0.37 4.32  0.031
H -0.95 -2.29 4.84  0.076
H 0.12 -1.30 5.76  0.091
H 0.90 -3.58 5.09  0.091
H 1.33 -2.82 3.52  0.092
H 2.85 -0.74 3.83  0.075
H -2.05 1.89 0.55  0.092
H -0.73 1.75 -0.61  0.101
H -0.14 3.07 1.93  0.106
H -1.11 3.97 0.72  0.100
H 0.58 4.08 -0.64  0.016
H 1.61 4.95 1.39  0.098
H 2.67 4.39 0.14  0.110
H 3.66 3.46 1.88  0.125
H 2.10 1.02 1.96  0.056
H 2.26 1.59 0.33  0.044
H 3.67 1.28 1.26  0.010
H 1.85 2.38 3.46  0.071
Cl -3.26 -5.89 -0.40  0.589
C -3.95 -7.53 -0.39  -0.661
C -3.00 -8.54 0.21  -0.693
Cl -1.57 -8.81 -0.83  0.530
H -4.22 -7.79 -1.41  0.068
H -4.85 -7.49 0.21  0.038
H -3.49 -9.51 0.33  -0.066
H -2.65 -8.21 1.18  0.054
Cl 0.66 5.61 -2.66  0.585
C -0.88 5.84 -3.52  -0.645
C -1.74 6.86 -2.83  -0.647
Cl -2.33 6.24 -1.27  0.538
H -1.38 4.87 -3.58  0.073
H -0.63 6.16 -4.53  0.039
H -2.62 7.08 -3.43  0.076
H -1.20 7.78 -2.65  0.068
Cl 5.95 1.28 0.04  0.592
C 5.32 0.25 -1.27  -0.690
C 4.97 1.05 -2.50  -0.635
Cl 3.56 2.11 -2.25  0.579
H 4.46 -0.30 -0.89  -0.003
H 6.11 -0.47 -1.52  -0.008
H 4.71 0.37 -3.31  0.074
H 5.80 1.67 -2.81  0.062
Cl -6.86 8.28 0.92  0.521
C -5.26 7.64 1.37  -0.647
C -4.22 8.73 1.48  -0.687
Cl -3.83 9.45 -0.11  0.503
H -4.97 6.90 0.63  0.056
H -5.37 7.14 2.33  0.078
H -3.30 8.31 1.87  0.034
H -4.56 9.53 2.13  -0.032
Cl -4.73 -11.10 1.34  0.586
C -6.48 -11.18 1.72  -0.617
C -7.37 -10.86 0.55  -0.660
Cl -7.30 -9.15 0.06  0.576
H -6.66 -10.51 2.55  0.071
H -6.68 -12.20 2.04  0.073
H -8.40 -11.06 0.82  0.072
H -7.11 -11.46 -0.32  0.070
Cl 9.10 -4.23 -0.98  0.536
C 7.45 -4.89 -0.86  -0.658
C 6.59 -4.48 -2.03  -0.623
Cl 6.22 -2.73 -2.01  0.683
H 7.02 -4.55 0.08  0.071
H 7.54 -5.97 -0.84  0.071
H 5.64 -5.00 -1.98  0.075
H 7.07 -4.71 -2.98  0.067
Cl -5.50 10.50 4.07  0.595
C -5.05 12.19 3.72  -0.640
C -6.26 13.08 3.61  -0.669
Cl -7.23 12.71 2.16  0.544
H -4.46 12.19 2.80  0.072
H -4.42 12.52 4.54  0.072
H -5.93 14.12 3.52  0.070
H -6.90 12.99 4.48  0.066
Cl 1.29 3.52 -6.19  0.540
C 2.78 4.40 -6.64  -0.688
C 3.05 5.55 -5.71  -0.651
Cl 1.86 6.86 -5.91  0.544
H 2.68 4.72 -7.67  -0.024
H 3.60 3.68 -6.58  0.075
H 4.03 5.98 -5.94  0.072
H 3.04 5.24 -4.67  0.049
Cl 3.96 5.49 -9.63  0.597
C 4.35 4.72 -11.18  -0.650
C 4.35 3.21 -11.08  -0.664
Cl 5.71 2.61 -10.09  0.539
H 5.31 5.10 -11.52  0.067
H 3.59 5.04 -11.90  0.073
H 4.47 2.78 -12.08  0.071
H 3.43 2.84 -10.65  0.070
Cl -0.40 -14.54 -0.55  0.528
C 0.15 -12.86 -0.74  -0.662
C -0.11 -12.03 0.48  -0.649
Cl -1.84 -11.74 0.74  0.535
H -0.34 -12.44 -1.62  0.068
H 1.22 -12.90 -0.94  0.072
H 0.36 -11.05 0.37  0.064
H 0.29 -12.50 1.38  0.069
Cl -0.82 8.40 0.70  0.552
C 0.77 7.72 1.13  -0.650
C 1.85 8.77 1.17  -0.656
Cl 2.22 9.42 -0.45  0.528
H 1.00 6.94 0.40  0.044
H 0.67 7.26 2.11  0.078
H 2.77 8.33 1.55  0.073
H 1.57 9.60 1.81  0.064

## Properties
HOMO level: -4.85 eV
charge: -1
orbital gap: 6.4019 eV
lowest unoccupied orbital energy: 1.5497 eV